DFT (ωB97M-V/def2-TZVPD) results for C37H22Br5HfN5O4STe as an isolated structure in a non-equilibrium geometry.

ΔE to the lowest compared entry with this formula, charge and spin	0.0	kJ/mol
HOMO-LUMO gap	6.25	eV
calculated total energy	-424017.128	eV
spin multiplicity	1

Last column: Mulliken charge in e.
Atoms and positions in Å:
1 Hf -0.478 0.783 -0.084  0.631
2 Te -2.125 0.474 -2.325  -0.118
3 Br 5.827 -2.828 0.066  -0.209
4 Br -3.346 -1.629 5.750  -0.183
5 Br -0.861 -2.503 3.681  -0.132
6 Br -4.535 2.701 2.200  -0.168
7 Br -5.209 1.004 4.974  -0.178
8 S 0.810 -0.448 -3.725  0.384
9 O -2.215 1.413 0.695  -0.110
10 O 2.024 0.647 -1.190  0.635
11 O 0.199 -1.075 -0.882  -1.275
12 O -0.744 -0.666 1.348  0.370
13 N -0.623 3.379 -0.832  0.156
14 N -0.690 -3.460 -0.310  0.891
15 N 3.368 4.076 5.595  -0.551
16 N 0.685 -5.073 0.216  -0.029
17 N 1.990 7.310 -1.511  -0.481
18 C 3.014 -3.206 0.032  -0.695
19 C -0.830 0.078 -3.951  0.050
20 C 0.178 2.761 2.243  -0.355
21 C 2.468 -0.606 -0.822  -0.974
22 C 4.022 -2.309 -0.206  -0.995
23 C -3.775 0.479 3.861  0.286
24 C -2.795 -4.840 -0.456  -0.637
25 C -1.010 -6.953 0.222  -0.943
26 C 0.812 1.836 1.387  0.955
27 C 0.335 4.292 -0.947  -0.244
28 C 0.591 -3.755 -0.059  -0.330
29 C -3.232 -6.147 -0.337  -0.613
30 C -2.355 -7.181 -0.003  -0.475
31 C 0.078 5.653 -1.122  -0.141
32 C -1.887 3.811 -0.862  -0.259
33 C -3.515 1.183 2.685  -0.153
34 C 1.380 -1.505 -0.606  1.484
35 C 3.767 -1.005 -0.656  0.274
36 C -1.248 6.092 -1.141  -0.274
37 C 1.091 -0.501 -5.427  -0.783
38 C 2.125 3.009 3.629  0.579
39 C -2.493 0.803 1.829  -0.614
40 C -1.695 -0.317 2.177  0.753
41 C -1.960 -1.005 3.351  -0.177
42 C 1.136 6.572 -1.317  -0.103
43 C 1.673 -2.828 -0.182  0.748
44 C 2.792 2.091 2.821  -0.968
45 C 2.134 1.515 1.749  -0.229
46 C -2.244 5.146 -0.998  -1.182
47 C 2.960 1.510 -1.818  -1.201
48 C -0.016 -0.142 -6.119  -0.431
49 C -2.995 -0.620 4.197  0.363
50 C -1.103 0.188 -5.277  -0.613
51 C -0.565 -5.646 0.113  0.443
52 C -1.449 -4.601 -0.225  0.362
53 C 0.801 3.333 3.339  -1.097
54 C 2.802 3.598 4.720  -0.203
55 H 3.255 -4.199 0.380  0.540
56 H -0.968 -2.499 -0.528  -0.450
57 H 3.735 1.849 -1.123  0.290
58 H -2.735 -8.188 0.067  0.399
59 H -2.065 0.505 -5.632  0.431
60 H -3.461 -4.037 -0.732  0.542
61 H -3.285 5.424 -0.990  0.445
62 H 0.268 4.026 3.977  0.516
63 H 1.357 3.936 -0.891  0.670
64 H -0.855 3.050 2.056  0.294
65 H -4.270 -6.378 -0.521  0.413
66 H 3.417 1.020 -2.682  0.430
67 H -0.066 -0.109 -7.193  0.404
68 H -0.337 -7.761 0.454  0.432
69 H 1.534 -5.550 0.473  0.225
70 H -2.649 3.054 -0.751  0.508
71 H -1.477 7.138 -1.270  0.520
72 H 2.384 2.366 -2.167  0.268
73 H 2.697 0.789 1.172  0.365
74 H 2.052 -0.806 -5.791  0.399
75 H 4.591 -0.341 -0.847  0.645
76 H 3.815 1.824 3.050  0.476